(1)
25
Properties=species:S:1:pos:R:3:mulliken_spin:R:1 method="wB97M-V/def2-TZVPD" charge=0 spin_multiplicity=4 total_energy_ha=-1644.3594 homo_energy_ev="-7.380 / -7.983" orbital_gap_ev="7.57 / 7.65" fmax_ev_per_a=3.661 relative_energy_kj_mol=120.1
V 0.724 -0.018 0.626 2.377
C -2.650 2.148 -0.395 -0.002
C -1.474 1.236 -0.304 0.229
N -0.635 1.240 0.710 0.050
O -0.933 2.076 1.790 0.000
C -1.131 0.289 -1.295 0.039
C -1.799 0.176 -2.630 0.002
N -0.097 -0.486 -0.954 0.043
O 0.369 -1.340 -1.778 0.129
H -2.990 2.402 0.606 0.004
H -3.457 1.683 -0.953 0.004
H -2.362 3.067 -0.909 0.014
H -0.186 1.978 2.405 0.010
H -2.018 1.157 -3.047 0.003
H -2.726 -0.392 -2.548 0.002
H -1.123 -0.362 -3.294 -0.001
N 1.689 -1.947 0.463 0.006
C 2.677 -2.097 1.527 0.000
C 3.002 -0.672 2.051 0.029
O 4.023 -0.422 2.647 0.014
O 2.037 0.123 1.782 0.043
H 1.086 -2.766 0.377 0.006
H 2.137 -1.827 -0.449 0.007
H 3.601 -2.597 1.211 -0.002
H 2.236 -2.652 2.362 -0.004


(2)
22
Properties=species:S:1:pos:R:3:mulliken_charge:R:1 method="wB97M-V/def2-TZVPD" charge=+2 total_energy_ha=-872.0968 homo_energy_ev=-17.803 orbital_gap_ev=7.24 fmax_ev_per_a=4.888 relative_energy_kj_mol=461.6
C 0.815 1.659 0.796 -0.187
C -0.165 -0.229 -0.206 0.322
C -1.306 0.707 -0.810 -0.415
C -1.008 2.250 -0.497 -0.355
C 1.996 -0.446 0.938 -0.834
C -0.204 -3.036 -0.114 -0.841
N -2.018 1.433 0.238 -0.449
N 0.070 2.551 0.315 0.058
N 0.775 0.322 0.542 0.056
O -0.766 -1.679 -2.323 -0.501
S 0.270 -1.672 -1.309 0.521
H 1.490 2.118 1.415 0.483
H -1.707 0.235 -1.700 0.658
H -1.415 3.044 -1.009 0.531
H 2.867 0.101 1.218 0.410
H 2.124 -1.180 0.129 0.331
H 1.659 -1.156 1.770 0.366
H -0.437 -2.643 0.848 0.328
H 0.653 -3.740 -0.091 0.356
H -0.954 -3.673 -0.456 0.412
H -3.031 1.436 -0.018 0.336
H 0.295 3.597 0.322 0.415


(3)
21
Properties=species:S:1:pos:R:3:mulliken_charge:R:1 method="wB97M-V/def2-TZVPD" charge=+1 total_energy_ha=-453.8455 homo_energy_ev=-14.072 orbital_gap_ev=8.50 fmax_ev_per_a=3.163 relative_energy_kj_mol=453.6
C 0.945 -0.117 -1.003 -0.975
C 1.922 -0.548 -0.020 0.644
C -0.280 -0.088 -0.414 0.589
C 3.398 -0.591 -0.008 -1.077
C -1.623 0.087 -0.900 -0.282
C -2.250 1.241 -0.062 -1.173
N 1.243 -0.936 1.022 -1.142
N -0.563 -1.591 2.782 -0.655
N -0.058 -0.573 0.873 1.014
N -0.879 -0.899 1.844 0.411
H 1.189 0.268 -2.008 0.329
H 3.850 -0.081 -0.895 0.321
H 3.777 -0.236 1.038 0.288
H 3.949 -1.456 -0.076 0.351
H -1.518 0.304 -1.975 0.319
H -2.241 -0.903 -0.707 0.247
H -1.831 -0.383 1.862 0.315
H -2.645 1.018 1.031 0.265
H -3.156 1.605 -0.402 0.384
H -1.405 1.922 -0.001 0.387
H 0.449 -1.880 2.591 0.440